{"formula": "C13H23N2O3OsP", "method": "the ωB97M-V functional and the def2-TZVPD basis", "e_above_lowest_kcal_mol": 1.6, "fmax_ev_per_a": 6.77, "lumo_energy_ev": [-7.3432, -9.7265], "total_charge": 2, "spin_multiplicity": 5, "homo_energy_ha": [-0.5655, -0.5667], "e_tot_ha": -1275.4279, "elements": ["C", "C", "C", "C", "C", "C", "C", "C", "N", "Os", "C", "P", "H", "H", "H", "H", "H", "H", "H", "H", "C", "C", "H", "C", "C", "H", "H", "H", "H", "H", "H", "H", "H", "H", "H", "H", "H", "H", "H", "O", "N", "O", "O"], "coordinates": [[-2.896, 0.193, -2.240], [-2.574, -0.954, -1.527], [-1.609, -0.949, -0.522], [-1.008, 0.328, -0.223], [-1.276, 1.462, -1.052], [-2.283, 1.415, -2.021], [-1.429, -2.263, 0.181], [-0.118, -3.130, 0.216], [1.191, -2.877, -0.369], [-0.278, 1.189, 1.459], [-0.475, 2.718, -0.911], [1.029, 2.327, 0.166], [-3.106, -1.891, -1.760], [-2.559, 2.342, -2.566], [-3.659, 0.106, -3.005], [-1.042, 3.549, -0.480], [-0.056, 3.028, -1.875], [-1.782, -2.179, 1.224], [-2.140, -2.965, -0.294], [0.093, -3.308, 1.284], [1.452, 3.792, 1.090], [2.205, 2.056, -1.187], [-0.458, -4.096, -0.210], [1.236, -2.247, -1.687], [2.116, -2.289, 0.607], [-0.672, 1.850, 2.986], [1.736, -2.934, -2.390], [0.230, -2.058, -2.096], [1.819, -1.314, -1.659], [3.169, -2.498, 0.326], [2.003, -1.165, 0.691], [1.942, -2.734, 1.606], [2.379, 2.982, -1.757], [3.170, 1.695, -0.808], [1.837, 1.312, -1.913], [1.034, 4.660, 0.579], [1.045, 3.692, 2.105], [2.544, 3.852, 1.146], [0.191, 1.887, 2.987], [-0.618, -0.409, 4.522], [-0.771, -1.202, 3.639], [-1.012, -2.371, 3.590], [-0.606, -0.601, 2.146]], "atomic_forces_ev_per_a": [[-0.6014, 0.5180, -0.5666], [0.2895, -0.2865, 0.0518], [0.0675, 0.9384, -0.1594], [0.2677, 0.2896, -1.5080], [-0.6660, -0.8983, -0.1546], [-0.0146, 0.0450, 0.0017], [-0.9527, -0.3562, -0.2839], [0.3020, -1.9857, 1.2032], [-1.4260, 3.8583, 0.7100], [-3.0807, -5.9383, 1.0456], [0.6289, 0.4091, 0.4841], [0.7905, 2.8422, -2.9257], [0.3369, 0.5636, 0.0867], [0.1992, -0.9008, 0.2142], [0.0115, 0.1053, 0.0560], [0.0508, -0.0246, -0.1014], [-0.2444, 0.1243, 0.0492], [0.5294, -0.1267, -0.5322], [0.2205, 0.5937, 0.1894], [-0.2056, -0.1540, -0.5884], [0.5590, 0.5084, -0.0118], [0.8842, -0.9053, -0.0324], [0.3524, 0.2620, 0.1012], [0.1097, -0.6546, -0.8216], [1.2346, -0.4322, 0.6297], [0.1559, 0.5784, 0.9737], [-0.0083, 0.1474, 0.1392], [0.3356, -0.1855, 0.4183], [-0.1371, -0.4234, 0.1477], [-0.5722, 0.1626, -0.0587], [-0.2576, -1.1659, -0.3914], [0.0951, 0.2729, -0.6685], [-0.2095, -0.0704, 0.5086], [-0.1313, 0.1547, -0.1087], [-0.1156, 0.2088, 0.4503], [0.2371, 0.1953, 0.1681], [0.2137, 0.3446, -0.4087], [-0.1043, 0.2899, 0.1140], [0.5079, 0.6348, 0.8760], [-0.2840, -1.2304, -1.5660], [0.0978, 0.3592, -0.0734], [0.4172, 1.8052, 0.0033], [0.1168, -0.4729, 2.3395]], "mulliken_spin": [0.02, 0.02, 0.04, -0.18, -0.02, 0.01, 0.07, 0.00, 0.71, 2.65, 0.09, 0.04, 0.00, 0.00, 0.00, 0.02, 0.03, 0.00, 0.00, 0.00, 0.01, 0.00, 0.06, -0.01, -0.03, -0.03, 0.04, 0.02, 0.03, 0.02, 0.07, 0.00, 0.00, 0.00, 0.00, 0.00, 0.01, 0.00, 0.00, 0.03, 0.04, 0.05, 0.19]}

---

{"formula": "C6H6N2O4", "method": "the ωB97M-V functional and the def2-TZVPD basis", "e_above_lowest_kcal_mol": 134.6, "fmax_ev_per_a": 4.59, "lumo_energy_ev": [-0.5287, -3.5892], "total_charge": 0, "spin_multiplicity": 3, "homo_energy_ha": [-0.2746, -0.3898], "e_tot_ha": -642.3265, "elements": ["C", "C", "C", "C", "C", "C", "N", "N", "O", "O", "O", "O", "H", "H", "H", "H", "H", "H"], "coordinates": [[-1.597, -1.287, -0.623], [-0.332, -1.218, -0.137], [-2.493, -0.263, -0.886], [0.173, -0.164, 0.581], [-2.273, 1.072, -0.798], [1.546, 0.215, 0.675], [2.576, -0.526, 0.005], [1.968, 1.382, 1.375], [2.233, -1.065, -1.045], [2.817, 2.055, 0.842], [3.611, -0.641, 0.602], [1.308, 1.663, 2.383], [-1.914, -2.267, -1.017], [0.407, -2.014, -0.283], [-3.464, -0.517, -1.437], [-0.391, 0.461, 1.313], [-1.223, 1.152, -0.533], [-2.953, 1.962, -1.015]], "atomic_forces_ev_per_a": [[-3.9212, -1.6732, -1.7131], [3.8753, 0.6591, 1.8471], [-2.8265, -0.9868, -1.9240], [0.6013, 1.2915, 1.8352], [0.7474, 1.7432, 0.4525], [-0.6960, -1.0561, -0.3123], [-1.2828, 0.1147, -0.2378], [-1.4268, -0.0570, 0.4646], [0.9265, 0.1125, 0.2018], [0.5114, 0.2969, 0.2469], [1.0348, -0.2622, -0.1205], [0.7689, -0.0170, -0.6250], [0.1194, 0.4673, 0.4281], [-0.6424, 0.2005, -0.7183], [1.3331, -0.2446, 1.1059], [-0.1011, -0.3908, -1.2449], [-0.1102, 1.5577, 0.0455], [1.0890, -1.7558, 0.2684]], "mulliken_spin": [0.38, 0.22, -0.01, 0.16, 0.46, 0.48, -0.03, -0.02, 0.05, 0.09, 0.05, 0.06, 0.03, 0.01, 0.01, 0.00, 0.05, 0.00]}

---

- Which formula does entry 1 have?
  C13H23N2O3OsP